{
  "formula": "C34H48AsLiO3PSSi3",
  "method": "ωB97M-V/def2-TZVPD",
  "e_tot_ha": -5401.69325,
  "total_charge": -1,
  "gap_ev": 7.358,
  "symbols": ["Li", "C", "C", "C", "C", "C", "C", "P", "C", "C", "C", "C", "C", "C", "C", "C", "C", "C", "C", "C", "H", "H", "H", "H", "H", "H", "H", "H", "H", "H", "H", "H", "H", "H", "C", "C", "C", "C", "C", "C", "C", "S", "O", "O", "O", "H", "H", "H", "H", "H", "H", "H", "C", "Si", "C", "C", "As", "Si", "C", "C", "C", "Si", "C", "C", "C", "H", "H", "H", "H", "H", "H", "H", "H", "H", "H", "H", "H", "H", "H", "H", "H", "H", "H", "H", "H", "H", "H", "H", "H", "H", "H", "H"],
  "coordinates": [[0.107, -0.050, -0.863], [1.934, -0.548, 6.639], [2.971, -0.878, 5.779], [2.806, -0.766, 4.404], [1.601, -0.326, 3.859], [0.561, -0.011, 4.739], [0.725, -0.114, 6.111], [1.255, -0.272, 2.052], [2.959, -0.349, 1.368], [3.878, 0.690, 1.534], [5.147, 0.603, 0.988], [5.512, -0.520, 0.251], [4.603, -1.546, 0.062], [3.331, -1.461, 0.622], [0.871, 1.478, 1.694], [0.943, 2.531, 2.605], [0.732, 3.830, 2.160], [0.493, 4.050, 0.810], [0.437, 2.975, -0.076], [0.590, 1.635, 0.319], [2.064, -0.629, 7.711], [3.917, -1.221, 6.179], [3.627, -1.024, 3.747], [-0.391, 0.322, 4.339], [-0.096, 0.144, 6.770], [3.582, 1.577, 2.083], [5.851, 1.416, 1.125], [6.497, -0.577, -0.197], [4.866, -2.405, -0.543], [2.609, -2.247, 0.440], [1.169, 2.353, 3.651], [0.768, 4.660, 2.857], [0.348, 5.063, 0.446], [0.256, 3.204, -1.124], [6.339, 1.739, -4.036], [5.005, 1.083, -3.800], [4.492, 0.168, -4.714], [3.276, -0.462, -4.487], [2.563, -0.177, -3.334], [3.056, 0.735, -2.410], [4.269, 1.359, -2.650], [0.996, -0.960, -3.019], [0.784, -1.907, -4.090], [0.012, 0.131, -2.941], [1.124, -1.555, -1.683], [6.475, 1.992, -5.089], [7.158, 1.074, -3.751], [6.437, 2.653, -3.450], [5.052, -0.054, -5.616], [2.870, -1.177, -5.190], [2.494, 0.964, -1.507], [4.650, 2.066, -1.924], [-3.151, -3.600, 1.214], [-3.404, -1.749, 1.403], [-2.481, -1.171, 2.924], [-5.234, -1.391, 1.657], [-2.440, -0.708, -0.449], [-3.404, 1.430, -0.521], [-3.049, 2.239, 1.131], [-5.261, 1.415, -0.838], [-2.579, 2.355, -1.925], [-3.345, -1.837, -2.298], [-5.144, -2.342, -2.042], [-3.252, -0.724, -3.797], [-2.300, -3.363, -2.561], [-3.466, -4.121, 2.122], [-2.093, -3.815, 1.048], [-3.714, -4.012, 0.374], [-2.889, -1.647, 3.821], [-2.553, -0.088, 3.046], [-1.422, -1.426, 2.843], [-5.614, -1.990, 2.490], [-5.826, -1.619, 0.770], [-5.388, -0.339, 1.906], [-3.601, 1.757, 1.941], [-3.333, 3.295, 1.109], [-1.980, 2.182, 1.353], [-5.809, 0.871, -0.068], [-5.480, 0.951, -1.802], [-5.642, 2.441, -0.868], [-1.522, 2.097, -1.996], [-2.659, 3.434, -1.762], [-3.044, 2.115, -2.882], [-5.771, -1.470, -1.850], [-5.267, -3.036, -1.208], [-5.517, -2.835, -2.946], [-3.956, 0.107, -3.729], [-3.495, -1.304, -4.692], [-2.241, -0.325, -3.908], [-2.285, -3.993, -1.669], [-1.271, -3.087, -2.801], [-2.694, -3.955, -3.392]],
  "forces_ev_per_a": [[0.0, 0.0, 0.0], [0.0, 0.0, 0.0], [0.0, 0.0, 0.0], [0.0, 0.0, 0.0], [0.1, 0.0, 0.0], [0.0, 0.0, 0.0], [0.0, 0.0, 0.0], [0.0, 0.0, 0.0], [0.0, 0.0, 0.0], [0.0, 0.0, 0.0], [0.0, 0.0, 0.0], [0.0, 0.0, 0.0], [0.0, 0.0, 0.0], [0.0, 0.0, 0.0], [0.0, 0.0, 0.0], [0.0, 0.0, 0.0], [0.0, 0.0, 0.0], [0.0, 0.0, 0.0], [0.0, 0.0, 0.0], [-0.1, 0.0, 0.0], [0.0, 0.0, 0.0], [0.0, 0.0, 0.0], [0.0, 0.0, 0.0], [0.0, 0.0, 0.0], [0.0, 0.0, 0.0], [0.0, 0.0, 0.0], [0.0, 0.0, 0.0], [0.0, 0.0, 0.0], [0.0, 0.0, 0.0], [0.0, 0.0, 0.0], [0.0, 0.0, 0.0], [0.0, 0.0, 0.0], [0.0, 0.0, 0.0], [0.0, 0.0, 0.0], [0.0, 0.0, 0.0], [0.0, 0.0, 0.0], [0.0, 0.0, 0.0], [0.0, 0.0, 0.0], [0.0, 0.1, 0.0], [0.0, 0.0, 0.0], [0.0, 0.0, 0.0], [0.0, 0.0, -0.2], [0.0, 0.0, 0.0], [0.0, 0.0, 0.0], [0.1, -0.1, 0.2], [0.0, 0.0, 0.0], [0.0, 0.0, 0.0], [0.0, 0.0, 0.0], [0.0, 0.0, 0.0], [0.0, 0.0, 0.0], [0.0, 0.0, 0.0], [0.0, 0.0, 0.0], [0.0, 0.0, 0.0], [0.0, 0.0, 0.0], [0.0, 0.0, 0.0], [0.0, 0.0, 0.0], [0.0, 0.0, 0.0], [0.0, 0.0, 0.0], [0.0, 0.0, 0.0], [0.0, 0.0, 0.0], [0.0, 0.0, 0.0], [0.0, 0.0, 0.0], [0.0, 0.0, 0.0], [0.0, 0.0, 0.0], [0.0, 0.0, 0.0], [0.0, 0.0, 0.0], [0.0, 0.0, 0.0], [0.0, 0.0, 0.0], [0.0, 0.0, 0.0], [0.0, 0.0, 0.0], [0.0, 0.0, 0.0], [0.0, 0.0, 0.0], [0.0, 0.0, 0.0], [0.0, 0.0, 0.0], [0.0, 0.0, 0.0], [0.0, 0.0, 0.0], [0.0, 0.0, 0.0], [0.0, 0.0, 0.0], [0.0, 0.0, 0.0], [0.0, 0.0, 0.0], [0.0, 0.0, 0.0], [0.0, 0.0, 0.0], [0.0, 0.0, 0.0], [0.0, 0.0, 0.0], [0.0, 0.0, 0.0], [0.0, 0.0, 0.0], [0.0, 0.0, 0.0], [0.0, 0.0, 0.0], [0.0, 0.0, 0.0], [0.0, 0.0, 0.0], [0.0, 0.0, 0.0], [0.0, 0.0, 0.0]]
}

{
  "formula": "C34H49AsBrNOPS4Tl",
  "method": "ωB97M-V/def2-TZVPD",
  "e_tot_ha": -8371.39064,
  "gap_ev": 6.192,
  "symbols": ["Tl", "O", "C", "C", "C", "N", "C", "Br", "C", "H", "H", "H", "H", "S", "As", "S", "S", "S", "C", "C", "C", "C", "C", "C", "C", "C", "C", "C", "C", "C", "C", "C", "C", "C", "C", "C", "C", "C", "C", "P", "C", "C", "C", "C", "C", "C", "C", "C", "H", "H", "H", "H", "H", "H", "H", "H", "H", "H", "H", "H", "H", "H", "H", "H", "H", "H", "H", "H", "H", "H", "H", "H", "H", "H", "H", "H", "H", "H", "H", "H", "H", "H", "H", "H", "H", "H", "H", "H", "H", "H", "H", "H", "H"],
  "coordinates": [[-0.181, -0.807, 1.036], [-6.910, -2.034, 2.011], [-5.589, -1.969, 1.762], [-5.026, -2.340, 0.542], [-3.667, -2.174, 0.367], [-2.874, -1.668, 1.306], [-3.416, -1.368, 2.466], [-2.196, -0.717, 3.769], [-4.754, -1.496, 2.771], [-7.386, -2.350, 1.236], [-5.639, -2.743, -0.255], [-3.177, -2.459, -0.556], [-5.164, -1.222, 3.732], [1.077, -4.779, 1.228], [2.657, -3.561, 2.218], [-0.654, -3.813, 1.075], [2.341, -1.534, 2.620], [4.561, -4.316, 2.081], [-5.333, 3.932, -0.838], [-4.849, 2.872, 0.166], [-5.070, 3.401, 1.581], [-3.411, 2.535, -0.165], [-3.126, 1.870, -1.348], [-1.837, 1.747, -1.840], [-1.692, 1.229, -3.264], [-2.446, -0.085, -3.489], [-2.201, 2.285, -4.255], [-0.741, 2.264, -1.106], [-1.013, 2.910, 0.114], [-2.335, 3.005, 0.563], [-0.044, 3.691, 0.993], [-0.202, 5.194, 0.725], [1.414, 3.291, 0.874], [0.534, 2.407, -1.894], [0.455, 3.587, -2.650], [1.360, 3.923, -3.635], [2.375, 3.036, -3.926], [2.502, 1.888, -3.167], [1.647, 1.548, -2.109], [2.222, 0.055, -1.108], [4.092, 0.411, -0.803], [4.178, 1.411, 0.354], [4.968, 0.968, -1.928], [4.691, -0.912, -0.309], [2.122, -1.367, -2.386], [3.155, -1.456, -3.507], [2.133, -2.674, -1.579], [0.737, -1.234, -3.019], [-6.371, 4.200, -0.631], [-5.263, 3.569, -1.863], [-4.720, 4.830, -0.751], [-5.456, 1.973, 0.029], [-4.605, 4.381, 1.706], [-4.669, 2.731, 2.341], [-6.140, 3.521, 1.756], [-3.954, 1.493, -1.939], [-0.638, 1.066, -3.478], [-3.525, 0.075, -3.481], [-2.200, -0.814, -2.717], [-2.179, -0.512, -4.457], [-3.262, 2.487, -4.097], [-2.065, 1.930, -5.278], [-1.655, 3.221, -4.147], [-2.509, 3.532, 1.493], [-0.351, 3.501, 2.027], [0.079, 5.426, -0.304], [0.450, 5.759, 1.393], [-1.229, 5.523, 0.885], [1.855, 3.677, -0.043], [1.495, 2.207, 0.882], [1.980, 3.687, 1.718], [-0.374, 4.254, -2.443], [1.251, 4.849, -4.184], [3.076, 3.243, -4.724], [3.310, 1.218, -3.407], [3.808, 2.391, 0.054], [5.225, 1.527, 0.647], [3.626, 1.058, 1.225], [4.690, 1.992, -2.175], [4.953, 0.359, -2.828], [6.000, 0.989, -1.567], [4.043, -1.389, 0.428], [5.647, -0.716, 0.183], [4.879, -1.608, -1.125], [4.162, -1.625, -3.134], [3.146, -0.564, -4.134], [2.894, -2.304, -4.147], [3.087, -2.858, -1.088], [1.929, -3.521, -2.239], [1.353, -2.657, -0.814], [0.695, -0.382, -3.697], [-0.020, -1.106, -2.241], [0.496, -2.137, -3.587]],
  "forces_ev_per_a": [[0.0, 0.0, -0.1], [-0.1, 0.0, 0.2], [0.3, 0.1, -0.1], [-0.1, 0.0, -0.1], [-0.1, 0.0, 0.1], [0.0, -0.1, 0.1], [0.1, 0.0, -0.2], [-0.2, 0.0, 0.2], [-0.2, 0.1, 0.1], [0.0, 0.0, 0.0], [0.0, 0.0, 0.0], [-0.1, 0.0, -0.1], [0.1, 0.0, 0.0], [0.8, -0.1, 0.3], [0.1, 0.3, -0.6], [-0.1, 0.6, 0.1], [-0.2, -0.6, 0.1], [-0.6, 0.0, 0.1], [-0.1, -0.2, 0.1], [0.1, 0.2, 0.0], [0.0, -0.1, -0.1], [0.0, 0.0, 0.1], [0.0, -0.1, 0.0], [0.1, -0.1, 0.0], [-0.2, 0.0, 0.0], [0.1, 0.1, 0.1], [0.1, -0.1, 0.0], [-0.3, -0.2, 0.4], [-0.1, -0.1, 0.1], [0.0, -0.1, -0.1], [0.2, 0.0, -0.3], [0.0, -0.1, 0.1], [-0.1, 0.0, 0.1], [0.4, 0.3, -0.1], [0.2, 0.0, 0.1], [-0.1, 0.1, 0.0], [0.1, 0.0, -0.1], [-0.2, -0.1, -0.1], [0.1, 0.1, 0.0], [0.2, 0.4, -0.6], [-0.2, -0.1, 0.1], [-0.1, 0.0, 0.0], [0.2, 0.0, 0.2], [-0.1, 0.0, 0.0], [-0.1, 0.0, 0.2], [-0.1, 0.1, 0.1], [0.0, 0.1, 0.1], [0.1, 0.0, 0.1], [0.0, 0.0, 0.0], [0.0, 0.0, 0.0], [0.0, 0.0, 0.0], [0.0, -0.1, 0.0], [0.0, 0.0, 0.0], [0.0, 0.0, 0.0], [0.0, 0.0, 0.1], [0.0, 0.0, 0.0], [-0.1, 0.0, 0.1], [0.0, 0.0, 0.0], [0.0, -0.1, 0.0], [0.0, 0.0, 0.0], [0.0, 0.0, 0.0], [0.0, 0.0, 0.0], [0.0, 0.0, 0.0], [0.0, 0.0, 0.0], [0.0, 0.0, 0.0], [0.0, 0.0, 0.0], [0.0, 0.1, 0.0], [0.0, 0.0, 0.0], [0.1, -0.1, 0.0], [0.2, -0.1, 0.0], [0.0, 0.0, 0.0], [0.0, 0.0, 0.0], [0.0, 0.0, 0.0], [0.0, 0.0, 0.0], [-0.2, 0.2, 0.0], [-0.1, 0.0, 0.1], [0.0, 0.0, 0.0], [-0.1, 0.0, 0.0], [0.1, 0.0, 0.0], [0.1, 0.0, 0.0], [0.0, 0.0, 0.0], [0.1, 0.0, 0.0], [0.0, 0.0, 0.0], [0.0, 0.0, 0.0], [0.0, 0.0, 0.0], [0.1, -0.1, -0.1], [0.0, 0.0, 0.0], [0.0, 0.0, 0.0], [0.0, 0.0, 0.0], [0.0, -0.1, 0.0], [0.0, -0.1, 0.0], [-0.1, 0.0, -0.1], [0.0, 0.0, 0.0]]
}